No. 1
DFT (ωB97M-V/def2-TZVPD) results for a structure of composition C9H13N3 at a distorted geometry.

Geometry (Å):
C (-2.6492, 0.9251, 1.2654)
C (-1.6847, 0.1141, 0.6958)
C (-2.2422, 1.9625, 2.0916)
C (-0.0542, 1.4555, 1.7895)
C (-0.3375, 0.3673, 0.9579)
C (0.6067, -1.9022, 0.1908)
C (0.4359, -2.1961, -1.3378)
C (0.7403, -0.4128, 0.3586)
C (1.5229, 1.1514, -1.7403)
N (-0.9701, 2.2215, 2.3471)
N (1.0891, -1.1346, -2.0497)
N (0.6653, 0.0362, -1.4873)
H (-3.6985, 0.7627, 1.0646)
H (-1.9621, -0.6964, 0.0377)
H (-2.9592, 2.6188, 2.5659)
H (0.9723, 1.7161, 2.0221)
H (-0.2516, -2.2927, 0.7341)
H (1.5045, -2.4069, 0.5527)
H (0.8509, -3.1621, -1.6236)
H (-0.6239, -2.1639, -1.5941)
H (1.7310, -0.0766, 0.6519)
H (1.4207, 1.4371, -2.7889)
H (1.1944, 1.9808, -1.1192)
H (2.5872, 0.9444, -1.5434)
H (2.1118, -1.2492, -2.0414)

E_LUMO (eV): 0.854
Relative energy (zero: lowest compared OMol25 entry of this formula, charge and spin) (eV): 1.101
Spin multiplicity: 1
Highest occupied orbital energy (eV): -7.808

Atomic charges from the natural (NBO) analysis, expressed in e, are listed below: number 1, C, carries -0.25; number 2, C, carries -0.15; number 3, C, carries 0.03; number 4, C, carries 0.04; number 5, C, carries -0.11; number 6, C, carries -0.47; number 7, C, carries -0.21; number 8, C, carries -0.09; number 9, C, carries -0.43; number 10, N, carries -0.41; number 11, N, carries -0.43; number 12, N, carries -0.24; number 13, H, carries 0.22; number 14, H, carries 0.21; number 15, H, carries 0.19; number 16, H, carries 0.19; number 17, H, carries 0.22; number 18, H, carries 0.21; number 19, H, carries 0.21; number 20, H, carries 0.20; number 21, H, carries 0.20; number 22, H, carries 0.21; number 23, H, carries 0.21; number 24, H, carries 0.15; number 25, H, carries 0.31

---

No. 2
DFT (ωB97M-V/def2-TZVPD) results for an isolated molecule of C9H13N3 at a distorted geometry.

Geometry (Å):
C (1.0587, -1.8564, 0.3659)
C (-1.8228, 0.2426, 0.0103)
C (1.8778, -0.9743, -0.0947)
C (-0.7173, 0.9284, -0.3123)
C (-1.6755, -1.0954, -0.5211)
C (1.5223, 0.0043, -1.1168)
C (-3.0860, 0.6880, 0.7912)
C (3.2491, -0.5982, 0.6313)
C (-0.3032, 2.3097, -0.0086)
N (-2.3886, -2.0928, -0.3378)
N (-0.4613, -1.1668, -1.1528)
N (0.0298, 0.0803, -1.1080)
H (0.9117, -2.7126, 0.9302)
H (2.1136, 0.9417, -0.9813)
H (1.7369, -0.4898, -2.0515)
H (-3.9159, -0.1053, 0.6268)
H (-3.2453, 1.7380, 0.3732)
H (-2.8018, 0.5574, 1.7922)
H (3.2826, -1.2631, 1.5015)
H (3.2767, 0.2847, 1.2423)
H (3.9792, -0.5981, -0.1839)
H (0.7332, 2.5246, 0.2334)
H (-0.7907, 2.7580, 0.8486)
H (-0.5841, 2.8513, -0.9119)
H (-1.9790, -2.9563, -0.5662)

E_LUMO (alpha / beta) (eV): -0.246 / 0.271
Relative energy (zero: lowest compared OMol25 entry of this formula, charge and spin) (eV): 4.838
Spin multiplicity: 1
Highest occupied orbital energy (alpha / beta) (eV): -7.371 / -7.474

Atomic charges from the natural (NBO) analysis, expressed in e, are listed below: number 1, C, carries -0.05; number 2, C, carries -0.11; number 3, C, carries -0.09; number 4, C, carries 0.17; number 5, C, carries 0.33; number 6, C, carries -0.26; number 7, C, carries -0.65; number 8, C, carries -0.64; number 9, C, carries -0.66; number 10, N, carries -0.64; number 11, N, carries -0.25; number 12, N, carries -0.19; number 13, H, carries 0.20; number 14, H, carries 0.22; number 15, H, carries 0.23; number 16, H, carries 0.25; number 17, H, carries 0.22; number 18, H, carries 0.22; number 19, H, carries 0.23; number 20, H, carries 0.22; number 21, H, carries 0.22; number 22, H, carries 0.23; number 23, H, carries 0.24; number 24, H, carries 0.23; number 25, H, carries 0.34

---

No. 3
DFT (ωB97M-V/def2-TZVPD) results for the ion C9H13N3S with charge +2 at a distorted geometry.

Geometry (Å):
C (-3.7824, 1.1870, -0.3651)
C (-2.4345, 1.1283, -0.7864)
C (-4.0479, 0.2273, 0.5818)
C (-1.7626, 0.0942, -0.1171)
C (-0.5031, -0.3683, -0.2712)
C (1.7176, -1.2721, -0.2309)
C (1.6705, 1.0751, -0.0619)
C (2.4419, -2.5921, -0.4682)
C (1.2019, 1.3657, 1.3832)
N (2.4118, -0.1387, -0.2684)
N (0.6663, 1.0178, -1.1537)
N (0.3426, -1.3615, -0.0471)
S (-2.7912, -0.7914, 1.0681)
H (-4.5570, 1.8816, -0.5905)
H (-2.1054, 1.7944, -1.5718)
H (-4.9907, 0.0600, 1.0676)
H (2.3736, 1.9084, -0.2885)
H (2.1547, -3.3433, 0.3001)
H (3.5321, -2.3846, -0.6581)
H (1.9292, -3.0917, -1.3240)
H (0.8012, 0.4816, 1.8859)
H (0.2732, 1.9670, 1.4175)
H (2.0416, 1.7997, 1.9647)
H (3.3816, -0.2346, -0.2338)
H (0.0827, 1.8561, -1.3159)
H (-0.0480, -2.2657, 0.0838)

E_LUMO (eV): -9.466
Relative energy (zero: lowest compared OMol25 entry of this formula, charge and spin) (eV): 1.307
Spin multiplicity: 1
Highest occupied orbital energy (eV): -17.158
Charge: +2

Atomic charges from the natural (NBO) analysis, expressed in e, are listed below: number 1, C, carries -0.24; number 2, C, carries -0.04; number 3, C, carries -0.23; number 4, C, carries -0.38; number 5, C, carries 0.57; number 6, C, carries 0.64; number 7, C, carries 0.03; number 8, C, carries -0.69; number 9, C, carries -0.65; number 10, N, carries -0.44; number 11, N, carries -0.54; number 12, N, carries -0.61; number 13, S, carries 0.57; number 14, H, carries 0.29; number 15, H, carries 0.27; number 16, H, carries 0.28; number 17, H, carries 0.27; number 18, H, carries 0.29; number 19, H, carries 0.28; number 20, H, carries 0.29; number 21, H, carries 0.21; number 22, H, carries 0.25; number 23, H, carries 0.27; number 24, H, carries 0.46; number 25, H, carries 0.39; number 26, H, carries 0.46

---

No. 4
DFT (ωB97M-V/def2-TZVPD) results for the ion C9H13N4 with charge +1 at a distorted geometry.

Geometry (Å):
C (-0.7802, 2.6938, 0.5009)
N (-1.5815, 1.5650, 0.1326)
C (-1.3223, 0.3354, 0.3630)
N (-1.9798, -0.6942, -0.1918)
C (-1.9472, -2.1680, 0.1345)
N (-0.8016, -2.8827, 0.0412)
C (0.3968, -2.4524, -0.1144)
C (0.9050, -1.1091, -0.2868)
C (0.4427, -0.0164, -1.1162)
C (1.5428, 0.9760, -1.1889)
C (2.3532, 0.6338, -0.1725)
N (1.9290, -0.5203, 0.3343)
C (3.3082, -0.2109, 0.5546)
H (0.2612, 2.3511, 0.4877)
H (-0.6613, 3.6058, -0.0658)
H (-1.2862, 3.1026, 1.4254)
H (-2.3687, 1.7945, -0.4376)
H (-0.5916, 0.1596, 1.2392)
H (-2.8106, -0.3729, -0.7015)
H (-2.8187, -2.5441, -0.4581)
H (-2.2965, -2.2715, 1.1602)
H (1.1275, -3.2082, 0.1809)
H (-0.4857, -0.0112, -1.7835)
H (1.5845, 1.9480, -1.6443)
H (4.2560, -0.7310, 0.0415)
H (3.6248, 0.0272, 1.5654)

Structure (SMILES): C/[NH+]=C/NC/N=C\c1ccc2n1C2
E_LUMO (eV): -3.527
Relative energy (zero: lowest compared OMol25 entry of this formula, charge and spin) (eV): 6.302
Spin multiplicity: 1
Highest occupied orbital energy (eV): -12.073
Charge: +1

Atomic charges from the natural (NBO) analysis, expressed in e, are listed below: number 1, C, carries -0.47; number 2, N, carries -0.53; number 3, C, carries 0.41; number 4, N, carries -0.60; number 5, C, carries -0.07; number 6, N, carries -0.37; number 7, C, carries 0.10; number 8, C, carries 0.03; number 9, C, carries -0.27; number 10, C, carries -0.29; number 11, C, carries 0.12; number 12, N, carries -0.32; number 13, C, carries -0.16; number 14, H, carries 0.24; number 15, H, carries 0.26; number 16, H, carries 0.23; number 17, H, carries 0.41; number 18, H, carries 0.24; number 19, H, carries 0.40; number 20, H, carries 0.23; number 21, H, carries 0.23; number 22, H, carries 0.21; number 23, H, carries 0.24; number 24, H, carries 0.24; number 25, H, carries 0.23; number 26, H, carries 0.22

---

No. 5
DFT (ωB97M-V/def2-TZVPD) results for the ion C9H13N4O with charge +1 at a distorted geometry.

Geometry (Å):
C (-1.2496, 2.6333, -0.3677)
C (0.0108, 2.2432, -0.2573)
C (-1.8993, 0.5159, -0.0004)
C (-0.9874, -1.6378, -0.4733)
C (0.1166, -0.9509, -1.2151)
C (2.4608, 0.2645, -0.7129)
C (1.6989, -0.7600, 0.9641)
C (1.0137, -0.1307, -0.3372)
C (-3.0827, -1.1975, 0.8459)
N (-2.2206, 1.6415, -0.2686)
N (0.2852, 0.9709, 0.2146)
N (-1.9903, -0.7850, -0.0028)
N (2.7593, 0.1904, 0.7702)
O (-1.0907, -2.8236, -0.2608)
H (-1.6598, 3.6281, -0.6224)
H (1.0222, 2.6686, -0.5712)
H (0.6162, -1.8099, -1.7405)
H (-0.5158, -0.3521, -1.9447)
H (3.1689, -0.3585, -1.2878)
H (2.6632, 1.3651, -1.1094)
H (1.1278, -0.7440, 1.9149)
H (1.9502, -1.7770, 0.8641)
H (-3.5578, -2.1249, 0.5808)
H (-2.7498, -1.3647, 1.8764)
H (-3.9148, -0.5581, 0.9305)
H (3.7913, 0.1318, 1.0177)
H (2.2335, 1.1215, 1.1927)

E_LUMO (eV): -3.202
Relative energy (zero: lowest compared OMol25 entry of this formula, charge and spin) (eV): 5.024
Spin multiplicity: 1
Highest occupied orbital energy (eV): -11.599
Charge: +1

Atomic charges from the natural (NBO) analysis, expressed in e, are listed below: number 1, C, carries -0.15; number 2, C, carries 0.00; number 3, C, carries 0.74; number 4, C, carries 0.71; number 5, C, carries -0.52; number 6, C, carries -0.23; number 7, C, carries -0.23; number 8, C, carries 0.12; number 9, C, carries -0.43; number 10, N, carries -0.35; number 11, N, carries -0.69; number 12, N, carries -0.49; number 13, N, carries -0.55; number 14, O, carries -0.51; number 15, H, carries 0.24; number 16, H, carries 0.21; number 17, H, carries 0.27; number 18, H, carries 0.26; number 19, H, carries 0.25; number 20, H, carries 0.23; number 21, H, carries 0.25; number 22, H, carries 0.23; number 23, H, carries 0.25; number 24, H, carries 0.22; number 25, H, carries 0.24; number 26, H, carries 0.46; number 27, H, carries 0.48